Version a
Density functional theory data (ωB97M-V with the def2-TZVPD basis set) for the ion C3H4NO with charge +1.

The LUMO energy is -0.265 hartree. As for the molecular weight: 70.071 g mol⁻¹. The value obtained for the highest occupied orbital energy is -0.62194 Eh. Its net charge is +1.

Last column: Mulliken charge in e.
CARTESIAN COORDINATES (ANGSTROEM)
C (0.6642, 0.9679, -0.0182)  0.49
C (-0.7027, 0.8629, -0.1250)  -0.34
C (0.0523, -0.8250, 0.0784)  -0.23
N (1.7821, 0.5168, 0.0465)  -0.15
O (1.4689, -0.8447, -0.0681)  -0.07
H (-1.2835, 0.9970, 0.7026)  0.33
H (-1.1017, 1.1094, -1.1456)  0.30
H (-0.3100, -1.1210, 1.0599)  0.31
H (-0.5696, -1.6633, -0.5306)  0.36

***

Version b
Density functional theory data (ωB97M-V with the def2-TZVPD basis set) for the ion C3H4NO with charge +1.

The LUMO energy is -0.280 hartree. As for the molecular weight: 70.071 g mol⁻¹. Its SMILES is C=CC=[N+]=O. The value obtained for the highest occupied orbital energy is -0.57324 Eh. Its net charge is +1.

Last column: Mulliken charge in e.
CARTESIAN COORDINATES (ANGSTROEM)
C (0.3573, -1.3481, -0.8388)  -0.66
C (-0.1652, -0.5929, 0.1332)  0.06
C (0.2465, 0.9660, 0.3080)  -0.05
N (-0.5133, 1.7191, 0.8943)  0.60
O (-1.1661, 2.3323, 1.5630)  -0.23
H (0.0899, -2.3284, -0.9799)  0.31
H (0.9725, -0.9913, -1.7173)  0.21
H (-0.9831, -1.0067, 0.7589)  0.31
H (1.1615, 1.2501, -0.1214)  0.45

***

Looking at the structures above, which would you pick as the most stable? I would pick version b.